(1)
This record from the OMol25 dataset describes 15 unconnected molecules or ions with the total composition C6H43NO14. The level of theory is wB97M-V/def2-TZVPD.

The geometry in XYZ format:
```
64
C6H43NO14, DFT wB97M-V/def2-TZVPD
C 0.53 0.29 1.90
C 0.31 1.06 0.61
C 1.07 0.50 -0.59
C 0.68 -0.96 -0.87
C 2.57 0.64 -0.34
C 3.27 1.30 -1.54
N -1.10 1.35 0.29
H 0.21 -0.75 2.01
H 1.60 0.38 2.11
H -0.02 0.80 2.70
H 0.79 2.03 0.79
H 0.71 1.00 -1.50
H -0.31 -1.01 -1.33
H 1.29 -1.34 -1.70
H 0.83 -1.70 -0.08
H 2.74 1.41 0.42
H 3.05 -0.30 -0.06
H 2.75 2.15 -1.99
H 3.45 0.52 -2.28
H 4.24 1.76 -1.32
H -1.54 0.46 0.14
H -1.58 1.80 1.06
H -2.63 2.45 4.07
H -3.30 1.17 3.48
O -2.80 1.97 3.26
H -0.39 -5.07 -2.68
H -0.75 -4.30 -1.40
O -0.04 -4.47 -2.02
H -0.81 -2.23 -3.74
H -2.03 -1.19 -3.95
O -1.74 -2.05 -3.63
H -0.26 0.16 -3.37
H -1.41 1.24 -3.47
O -0.92 0.56 -3.94
H -3.98 -0.87 -1.77
H -3.03 -2.08 -2.18
O -3.27 -1.44 -1.49
H -2.41 -2.39 2.11
H -2.35 -2.75 0.56
O -2.73 -2.18 1.23
H 1.44 4.01 1.51
H 0.61 4.75 2.49
O 1.44 4.27 2.43
H -2.89 -0.67 2.70
H -4.12 -1.22 3.53
O -3.18 -1.05 3.53
H 1.90 -3.35 -2.00
H 2.00 -4.63 -1.27
O 2.55 -3.89 -1.53
H 3.81 -3.17 1.83
H 4.16 -1.66 1.76
O 3.84 -2.35 2.32
H -1.16 3.96 0.87
H -2.10 4.60 1.94
O -1.25 4.17 1.81
H 2.63 4.87 -0.08
H 3.01 3.59 -0.74
O 2.33 4.26 -0.76
H -0.79 3.12 -1.91
H -1.88 2.07 -1.53
O -1.61 2.71 -2.20
H -0.19 -3.41 2.10
H -0.97 -4.66 2.11
O -0.27 -4.21 1.62
```

ΔE to the lowest compared entry with this formula, charge and spin in kcal/mol: 65.57
Multiplicity: 1


(2)
This record from the OMol25 dataset describes 16 unconnected molecules or ions with the total composition C6H44ClIO15P. The level of theory is wB97M-V/def2-TZVPD.

The geometry in XYZ format:
```
68
C6H44ClIO15P, DFT wB97M-V/def2-TZVPD
C 3.45 -1.72 -1.67
C 3.32 -0.17 -1.14
C 1.75 0.28 -0.77
Cl 1.81 2.16 -0.63
P 0.66 -0.33 -2.23
C -1.12 0.37 -2.24
C -2.15 -0.33 -1.18
C -1.95 -1.94 -0.96
I -4.18 -0.11 -2.10
H 2.87 -2.42 -0.90
H 3.06 -1.86 -2.78
H 4.56 -2.13 -1.68
H 3.94 0.06 -0.15
H 3.78 0.53 -1.98
H 1.50 -0.21 0.26
H 0.72 -1.77 -2.32
H 1.30 0.18 -3.45
H -1.18 1.56 -2.15
H -1.56 0.14 -3.33
H -2.19 0.17 -0.12
H -1.40 -2.43 -1.88
H -1.39 -2.09 0.06
H -3.04 -2.41 -0.94
O 5.90 1.26 -0.65
H 5.04 1.71 -0.61
H 6.53 1.97 -0.87
O 0.09 3.47 2.58
H 0.96 3.90 2.67
H 0.22 2.84 1.86
O -4.06 3.70 -0.86
H -4.89 4.16 -1.03
H -4.17 2.84 -1.30
O -7.35 0.69 -3.89
H -6.56 0.72 -3.33
H -7.67 -0.22 -3.81
O -0.81 -4.75 -0.57
H -0.55 -4.91 0.34
H -1.54 -5.38 -0.71
O -7.00 -2.38 -2.20
H -6.79 -2.91 -1.41
H -6.22 -1.82 -2.31
O 2.94 2.02 -4.31
H 2.53 2.34 -3.49
H 3.32 1.16 -4.07
O 3.54 0.44 2.47
H 4.02 0.97 3.12
H 3.04 1.10 1.96
O -3.95 -0.05 1.95
H -4.00 0.47 1.14
H -3.96 0.62 2.66
O 5.30 2.33 4.22
H 5.80 3.16 4.29
H 5.79 1.71 4.78
O 3.43 4.04 5.90
H 2.53 3.86 6.21
H 3.74 3.18 5.58
O -7.58 -3.67 0.42
H -7.48 -3.99 1.33
H -8.54 -3.70 0.27
O -0.02 6.47 2.86
H -0.86 6.93 2.69
H -0.14 5.61 2.42
O 5.07 -3.98 -0.25
H 4.66 -3.66 0.57
H 5.45 -4.83 -0.01
O 0.44 -4.42 2.20
H 0.96 -4.94 2.83
H 0.27 -3.59 2.67
```

Total charge: +1
Multiplicity: 1


(3)
This record from the OMol25 dataset describes 21 unconnected molecules or ions with the total composition C6H48BrN2O21. The level of theory is wB97M-V/def2-TZVPD.

The geometry in XYZ format:
```
78
C6H48BrN2O21, DFT wB97M-V/def2-TZVPD
Br 1.46 -4.30 -1.03
O -0.22 2.37 0.61
C 0.49 -2.70 -1.03
C 0.49 -1.64 -1.91
C -0.14 -2.28 0.16
N -0.23 -0.65 -1.28
N -0.55 -1.06 0.02
C -0.04 0.79 -1.38
C -0.72 0.02 0.94
C -0.77 1.20 -0.05
H -0.03 3.08 0.00
H 1.17 -1.63 -2.78
H -0.10 -2.77 1.12
H -0.59 1.18 -2.25
H 0.96 1.06 -1.49
H -1.67 -0.11 1.44
H 0.06 0.09 1.74
H -1.88 1.37 -0.23
O 4.15 -2.17 -3.27
H 5.15 -2.27 -3.40
H 3.98 -1.96 -2.29
O 3.08 3.27 1.30
H 2.33 3.11 1.95
H 2.86 4.08 0.74
O -0.34 -0.37 5.11
H -0.04 0.33 4.45
H -1.29 -0.62 4.90
O -2.67 -0.74 3.73
H -2.77 -1.47 3.04
H -3.25 -0.98 4.53
O 2.77 1.09 -4.47
H 1.99 0.66 -4.96
H 2.59 2.09 -4.41
O -3.61 -1.91 1.40
H -4.49 -2.39 1.55
H -3.58 -1.62 0.43
O -0.79 -4.19 -4.07
H -1.03 -5.11 -3.73
H 0.18 -4.00 -3.82
O -3.52 -1.33 -1.30
H -3.60 -2.16 -1.87
H -4.14 -0.62 -1.69
O -4.20 2.35 0.25
H -4.04 2.24 1.24
H -3.91 3.28 -0.02
O -2.93 1.89 2.94
H -2.38 2.47 3.56
H -2.77 0.92 3.19
O 2.26 5.13 -0.33
H 1.27 4.91 -0.42
H 2.58 5.48 -1.22
O 2.76 0.54 0.42
H 2.77 1.55 0.44
H 2.57 0.21 1.36
O -0.26 4.66 -0.80
H -0.39 4.64 -1.81
H -0.71 5.48 -0.44
O -0.72 -1.71 -5.32
H -0.51 -2.56 -4.81
H -1.64 -1.39 -5.05
O 0.83 -1.93 3.28
H 0.99 -2.90 3.52
H 0.04 -1.61 3.82
O 0.55 1.78 3.89
H 1.44 1.34 3.70
H 0.67 2.78 3.83
O 1.93 -3.70 -4.21
H 2.12 -4.69 -4.21
H 2.81 -3.21 -4.10
O 2.57 0.41 3.25
H 3.57 0.28 3.35
H 2.12 -0.48 3.40
O -2.31 3.31 -2.78
H -2.74 3.75 -1.97
H -3.05 3.11 -3.45
O 1.96 -4.38 2.98
H 2.58 -3.89 2.36
H 2.52 -4.79 3.72
```

Total charge: +1
Multiplicity: 1


(4)
This record from the OMol25 dataset describes a molecular structure, C6H4Br2F12O12S4Ti. The level of theory is wB97M-V/def2-TZVPD.

The geometry in XYZ format:
```
41
C6H4Br2F12O12S4Ti, DFT wB97M-V/def2-TZVPD
Ti 0.84 0.49 -0.75
C 6.44 -3.10 0.57
F 6.48 -2.06 1.41
F 7.20 -2.88 -0.52
F 6.77 -4.29 1.17
S 4.64 -3.35 0.07
O 3.92 -3.91 1.23
O 4.05 -2.06 -0.36
O 4.66 -4.30 -1.06
C -4.62 4.33 -0.81
F -5.93 4.46 -0.56
F -4.32 4.87 -2.00
F -3.99 4.82 0.19
S -4.10 2.49 -0.81
O -2.65 2.43 -0.47
O -5.06 1.72 0.02
O -4.29 2.01 -2.19
C -1.79 -2.70 3.61
F -1.41 -1.43 3.85
F -0.92 -3.51 4.23
F -3.02 -2.77 4.19
S -1.84 -3.11 1.68
O -0.80 -2.29 1.15
O -1.58 -4.56 1.52
O -3.15 -2.77 1.09
C -0.35 -3.25 -6.04
F -1.27 -2.76 -6.85
F -0.17 -4.57 -6.27
F 0.86 -2.62 -6.27
S -0.81 -2.98 -4.14
O -0.05 -4.02 -3.40
O -0.49 -1.58 -3.73
O -2.28 -3.21 -4.11
Br 1.79 3.63 2.32
C 1.02 5.47 2.36
C 1.19 6.14 3.71
Br 0.15 7.80 3.90
H -0.03 5.52 2.06
H 1.68 5.95 1.64
H 2.25 6.41 3.80
H 0.98 5.52 4.58
```

ΔE to the lowest compared entry with this formula, charge and spin in kcal/mol: 167.93
Total charge: -3
Multiplicity: 4


(5)
This record from the OMol25 dataset describes a molecular structure, C6H4Cl18. The level of theory is wB97M-V/def2-TZVPD.

The geometry in XYZ format:
```
28
C6H4Cl18, DFT wB97M-V/def2-TZVPD
C 0.92 -1.02 -4.21
Cl 0.01 -2.38 -4.72
Cl 2.19 -0.82 -5.54
Cl 0.03 0.48 -4.20
Cl 1.46 -1.17 -2.59
C -3.76 -1.17 4.28
Cl -4.18 -0.15 5.66
Cl -2.67 -0.39 3.20
Cl -2.71 -2.44 4.81
Cl -5.13 -1.77 3.35
C 1.66 -1.88 2.63
Cl 2.43 -0.82 3.84
Cl 0.68 -3.20 3.44
Cl 0.72 -0.93 1.35
Cl 2.97 -2.80 1.76
C 3.84 2.15 -1.84
Cl 3.23 1.84 -3.49
Cl 4.70 3.66 -1.72
Cl 2.48 1.95 -0.74
Cl 4.93 0.74 -1.53
Cl -1.56 3.31 0.19
C -2.13 1.67 0.02
C -1.29 0.81 -0.94
Cl -1.92 -0.78 -1.28
H -3.20 1.73 -0.14
H -2.19 1.23 1.02
H -0.23 0.82 -0.70
H -1.31 1.33 -1.91
```

Total charge: -1
Multiplicity: 2


(6)
This record from the OMol25 dataset describes C6H4Cl2O in the gas phase. The level of theory is wB97M-V/def2-TZVPD.

The geometry in XYZ format:
```
13
C6H4Cl2O, DFT wB97M-V/def2-TZVPD
C 0.57 1.32 -0.15
C -0.20 0.87 -1.13
C -0.33 -0.41 1.34
C -1.10 -0.86 0.36
C 0.95 0.05 0.64
C -0.26 -0.65 -0.91
O 1.05 -0.90 -0.41
Cl 2.39 0.14 1.60
Cl -0.65 -1.63 -2.29
H 0.88 2.30 0.12
H -0.71 1.38 -1.92
H -0.49 -0.34 2.39
H -2.09 -1.27 0.35
```

ΔE to the lowest compared entry with this formula, charge and spin in kcal/mol: 55.05
SMILES string: Cl[C@]12C=C[C@](Cl)(C=C1)O2
Multiplicity: 1


(7)
This record from the OMol25 dataset describes a molecular structure, C6H4CoNO2S4. The level of theory is wB97M-V/def2-TZVPD.

The geometry in XYZ format:
```
18
C6H4CoNO2S4, DFT wB97M-V/def2-TZVPD
Co -0.17 0.40 -0.03
O 3.49 -0.23 1.46
C 2.31 -0.11 1.18
O 1.78 -0.05 0.02
C 1.32 -0.06 2.35
C 1.73 -0.05 3.67
C 0.76 0.00 4.66
C -0.58 0.02 4.30
C -0.91 -0.01 2.95
N 0.03 -0.03 2.01
H 2.79 -0.07 3.87
H 1.04 0.02 5.70
H -1.37 0.04 5.04
H -1.93 0.00 2.60
S -2.34 -0.03 -0.52
S -3.38 1.74 -0.44
S -2.04 3.27 0.19
S -0.15 2.68 -0.28
```

ΔE to the lowest compared entry with this formula, charge and spin in kcal/mol: 1.18
Total charge: -1
Multiplicity: 4


(8)
This record from the OMol25 dataset describes C6H4F2O2 in the gas phase. The level of theory is wB97M-V/def2-TZVPD.

The geometry in XYZ format:
```
14
C6H4F2O2, DFT wB97M-V/def2-TZVPD
C -0.06 -0.89 0.89
C -1.41 -0.69 0.45
C -1.54 0.26 -0.44
C -0.61 1.08 -0.99
C 0.73 0.97 -0.71
C 0.97 -0.28 0.01
H 1.13 -2.12 1.83
H -2.04 -1.65 0.72
H -1.09 2.00 -1.37
H 2.57 1.43 -0.75
O 0.14 -1.73 1.96
O 1.78 1.58 -1.20
F -2.88 0.46 -0.88
F 2.30 -0.41 0.48
```

ΔE to the lowest compared entry with this formula, charge and spin in kcal/mol: 51.96
SMILES string: Oc1cc(F)cc(O)c1F
Multiplicity: 1


Sequential total energy output: -37074.9262; -67550.3201; -123013.9226; -270003.4431; -231689.0186; -33376.8631; -92844.5034; -15814.2906 eV